1.
{
  "formula": "C6H4F4S2",
  "method": "wB97M-V/def2-TZVPD",
  "smiles": "FC1=CC(F)=C(F)[C@@H](S)[C@]1(F)S",
  "total_energy_ev": -38825.03638,
  "homo_energy_ev": -8.919,
  "molar_mass_g_mol": 216.22,
  "elements": ["F", "C", "C", "C", "F", "C", "F", "C", "S", "C", "F", "S", "H", "H", "H", "H"],
  "positions_angstrom": [[-2.653, 0.783, 0.187], [-1.492, 0.139, 0.195], [-1.244, -1.033, 0.793], [0.118, -1.411, 1.019], [0.298, -2.462, 1.847], [1.204, -0.834, 0.452], [2.412, -1.408, 0.476], [0.930, 0.204, -0.651], [0.510, -0.613, -2.260], [-0.415, 1.104, -0.260], [-0.793, 1.827, -1.316], [0.196, 2.277, 0.989], [-2.084, -1.625, 1.162], [1.835, 0.817, -0.601], [1.759, -1.047, -2.583], [-0.582, 3.281, 0.550]],
  "forces_ev_per_angstrom": [[-0.855, -0.649, -0.145], [0.907, 1.014, 0.459], [-1.159, 1.181, -0.343], [1.973, -0.601, 0.159], [-0.174, 0.087, -0.175], [-2.541, -0.259, -1.089], [-0.076, 0.417, 0.207], [-0.825, -0.163, 1.414], [0.774, 0.175, 0.075], [3.188, -2.124, 0.311], [-0.604, 0.200, -1.046], [-0.211, 0.172, 0.514], [0.473, 0.103, 0.124], [-0.400, 0.383, -0.906], [-0.423, 0.206, 0.321], [-0.045, -0.143, 0.121]],
  "lowdin_charge": [0.1024, -0.2747, 0.0713, -0.2259, 0.0833, -0.2620, 0.0933, -0.5021, 0.7958, -0.7707, -0.0039, 0.8659, 0.1481, 0.1012, -0.1178, -0.1042]
}

2.
{
  "formula": "C6H4N2O",
  "method": "wB97M-V/def2-TZVPD",
  "smiles": "N#Cc1ccc[nH]c1=O",
  "total_energy_ev": -11313.33173,
  "homo_energy_ev": -9.395,
  "molar_mass_g_mol": 120.11,
  "elements": ["N", "C", "C", "C", "C", "C", "N", "C", "O", "H", "H", "H", "H"],
  "positions_angstrom": [[3.191, 0.082, 1.803], [2.245, 0.183, 1.113], [0.962, 0.100, 0.422], [0.303, 1.172, 0.018], [-0.835, 1.124, -0.754], [-1.479, 0.014, -0.906], [-0.967, -1.138, -0.220], [0.332, -1.257, 0.307], [0.722, -2.284, 0.730], [0.702, 2.211, 0.424], [-1.284, 2.074, -1.152], [-2.340, -0.286, -1.573], [-1.552, -1.995, -0.209]],
  "forces_ev_per_angstrom": [[-2.253, 0.522, -2.008], [1.269, -0.838, 1.915], [1.448, -1.967, 0.798], [2.033, 4.006, 1.826], [-1.614, 4.390, -1.283], [-1.250, -5.726, 0.046], [-1.093, 0.459, -1.354], [-1.601, 2.712, -0.582], [1.264, -2.193, 0.820], [-0.728, -2.175, -1.390], [0.712, -1.126, 0.272], [0.878, 1.067, 1.053], [0.934, 0.869, -0.113]],
  "lowdin_charge": [0.1610, -0.1479, -0.1420, -0.0625, -0.1342, -0.0739, 0.1137, -0.4537, 0.1143, 0.1766, 0.1359, 0.1476, 0.1652]
}

3.
{
  "formula": "C6H4N2S",
  "method": "wB97M-V/def2-TZVPD",
  "smiles": "C=C(C#N)c1nccs1",
  "total_energy_ev": -20100.46123,
  "homo_energy_ev": -9.472,
  "molar_mass_g_mol": 136.18,
  "elements": ["C", "C", "C", "N", "C", "N", "C", "C", "S", "H", "H", "H", "H"],
  "positions_angstrom": [[-1.748, 1.815, -0.023], [-1.881, 0.489, 0.061], [-3.117, -0.124, 0.014], [-4.173, -0.575, 0.103], [-0.646, -0.515, 0.001], [0.567, -0.180, 0.099], [1.446, -1.278, 0.164], [0.827, -2.481, 0.037], [-0.849, -2.268, -0.132], [-0.808, 2.442, 0.067], [-2.624, 2.354, -0.009], [2.494, -0.925, 0.323], [1.323, -3.499, 0.141]],
  "forces_ev_per_angstrom": [[2.402, -0.271, 0.870], [4.563, -0.662, -1.119], [-2.431, -0.671, 0.484], [0.253, -0.096, -0.255], [-2.454, -0.007, 0.076], [1.698, 0.207, 0.509], [-0.088, 2.013, -0.131], [1.556, -1.092, 0.490], [-0.719, 0.402, 0.146], [-1.015, -1.456, -0.366], [-1.891, 1.294, -0.116], [-0.935, -1.217, -0.224], [-0.937, 1.557, -0.363]],
  "lowdin_charge": [0.1132, -0.2649, -0.2621, 0.1895, -0.5284, 0.0165, -0.2216, -0.4373, 1.0201, 0.1118, 0.0471, 0.1186, 0.0974]
}

4.
{
  "formula": "C6H4N2S2",
  "method": "wB97M-V/def2-TZVPD",
  "total_energy_ev": -30937.26082,
  "homo_energy_ev": -9.277,
  "molar_mass_g_mol": 168.25,
  "elements": ["S", "C", "C", "C", "C", "N", "S", "N", "C", "C", "H", "H", "H", "H"],
  "positions_angstrom": [[-1.254, 0.720, 2.771], [-0.481, 0.312, 1.210], [0.914, 0.052, 1.182], [1.571, -0.210, 0.019], [0.820, -0.220, -1.182], [1.271, -0.446, -2.421], [0.027, -0.352, -3.403], [-1.148, 0.019, -2.357], [-0.565, 0.049, -1.157], [-1.229, 0.332, 0.070], [-1.746, -0.492, 3.058], [1.470, 0.074, 2.105], [2.630, -0.396, 0.007], [-2.279, 0.558, 0.099]],
  "forces_ev_per_angstrom": [[0.038, 0.098, 0.051], [-0.648, 0.125, 0.003], [0.496, -0.123, -0.296], [-0.111, 0.059, 0.213], [0.401, -0.003, -0.189], [0.542, -0.263, 0.036], [-0.531, 0.303, 0.281], [0.175, -0.239, -0.606], [-0.843, 0.222, 0.372], [0.468, -0.088, 0.157], [0.042, -0.069, -0.068], [-0.006, 0.003, 0.197], [0.184, -0.054, -0.066], [-0.208, 0.030, -0.087]],
  "lowdin_charge": [0.7697, -0.6069, -0.1051, -0.0082, -0.3687, -0.2451, 1.0094, -0.2234, -0.3741, -0.0381, -0.1328, 0.0993, 0.1143, 0.1099]
}

5.
{
  "formula": "C6H4NO5",
  "method": "wB97M-V/def2-TZVPD",
  "charge": 1,
  "total_energy_ev": -18004.47619,
  "homo_energy_ev": -15.758,
  "molar_mass_g_mol": 170.10,
  "elements": ["C", "C", "C", "C", "C", "C", "N", "O", "O", "O", "O", "O", "H", "H", "H", "H"],
  "positions_angstrom": [[-0.944, -1.098, 1.275], [-1.362, 1.204, -0.238], [-3.783, 0.150, 0.397], [-2.856, -0.753, -1.074], [-0.038, -0.104, 1.177], [-0.054, 0.480, -0.228], [-2.414, 0.211, -0.087], [-1.655, -1.884, 1.624], [-1.545, 2.366, -0.307], [-4.435, 0.660, 1.170], [-2.246, -1.268, -1.885], [-4.120, -0.879, -0.443], [-0.392, 0.737, 1.849], [1.009, -0.323, 1.478], [-0.081, -0.267, -0.971], [0.789, 1.225, -0.233]],
  "forces_ev_per_angstrom": [[-2.124, -2.089, 1.955], [-0.760, 0.126, -0.916], [1.503, -0.809, -1.962], [-0.879, 1.322, 3.679], [2.947, 3.201, 0.258], [0.776, 2.322, 0.787], [-0.854, 0.071, -0.074], [-0.028, -0.820, -0.306], [-0.155, 0.346, 0.259], [-1.679, 2.014, 2.899], [0.904, -1.879, -2.933], [1.082, -0.486, -1.756], [0.234, -1.025, -0.122], [-0.753, -0.580, 0.072], [0.589, -0.806, -1.134], [-0.803, -0.908, -0.707]],
  "lowdin_charge": [-0.0211, -0.3830, -0.4544, -0.4028, -0.0581, -0.0248, 0.1433, 0.4283, 0.2436, 0.3034, 0.2806, 0.2267, 0.2170, 0.1984, 0.1249, 0.1779]
}

6.
{
  "formula": "C6H4O",
  "method": "wB97M-V/def2-TZVPD",
  "smiles": "C#Cc1ccco1",
  "total_energy_ev": -8330.15655,
  "homo_energy_ev": -8.883,
  "molar_mass_g_mol": 92.10,
  "elements": ["C", "C", "C", "C", "C", "C", "O", "H", "H", "H", "H"],
  "positions_angstrom": [[2.994, 0.075, 0.202], [1.803, 0.125, 0.506], [0.412, 0.037, 0.452], [-0.532, 0.978, 0.158], [-1.678, 0.265, -0.280], [-1.337, -1.054, -0.230], [-0.085, -1.218, 0.217], [2.985, -0.127, -0.867], [-0.378, 2.047, 0.217], [-2.613, 0.679, -0.622], [-1.853, -1.964, -0.497]],
  "forces_ev_per_angstrom": [[-0.912, -0.147, 0.005], [0.298, -0.005, -0.086], [-0.150, 0.200, 0.055], [0.000, -0.039, 0.122], [-0.091, -0.097, -0.032], [-0.251, 0.057, -0.034], [-0.114, 0.012, 0.105], [1.296, 0.133, -0.262], [-0.072, -0.173, -0.017], [0.046, -0.083, 0.066], [-0.048, 0.142, 0.079]],
  "lowdin_charge": [0.0317, -0.0400, -0.3113, 0.0004, -0.0481, -0.1020, 0.0538, 0.0563, 0.1236, 0.1062, 0.1296]
}

7.
{
  "formula": "C6H4O",
  "method": "wB97M-V/def2-TZVPD",
  "smiles": "C#CC(=O)C#CC",
  "total_energy_ev": -8329.67608,
  "homo_energy_ev": -10.126,
  "molar_mass_g_mol": 92.10,
  "elements": ["C", "C", "C", "O", "C", "C", "C", "H", "H", "H", "H"],
  "positions_angstrom": [[2.999, -0.941, 0.710], [2.105, -0.149, 0.855], [0.967, 0.740, 1.031], [0.593, 1.123, 2.118], [0.181, 0.964, -0.169], [-0.842, 0.560, -0.673], [-2.127, -0.030, -0.989], [3.796, -1.642, 0.587], [-2.537, 0.290, -1.947], [-2.815, 0.246, -0.184], [-2.013, -1.118, -0.989]],
  "forces_ev_per_angstrom": [[-0.304, 0.316, 0.041], [0.594, -0.350, 0.020], [-0.092, 0.082, 0.410], [0.454, 0.035, -0.352], [-0.636, -0.386, -0.003], [0.352, 0.135, 0.210], [-0.131, -0.023, -0.028], [-0.114, 0.117, 0.020], [0.043, -0.005, 0.024], [-0.076, -0.047, -0.217], [-0.091, 0.125, -0.125]],
  "lowdin_charge": [0.1531, -0.0347, -0.4647, 0.1067, 0.0524, -0.0397, -0.0760, 0.0379, 0.0826, 0.0916, 0.0908]
}

8.
{
  "formula": "C6H4O",
  "method": "wB97M-V/def2-TZVPD",
  "total_energy_ev": -8329.05560,
  "homo_energy_ev": -8.664,
  "molar_mass_g_mol": 92.10,
  "elements": ["C", "C", "C", "C", "C", "C", "O", "H", "H", "H", "H"],
  "positions_angstrom": [[2.954, 0.223, 0.463], [1.793, -0.011, 0.082], [0.407, -0.016, 0.037], [-0.497, 0.995, 0.206], [-1.748, 0.360, 0.018], [-1.490, -0.953, -0.252], [-0.168, -1.218, -0.238], [3.869, -0.445, -0.490], [-0.277, 2.037, 0.441], [-2.712, 0.841, 0.074], [-2.131, -1.814, -0.340]],
  "forces_ev_per_angstrom": [[2.551, -3.174, -4.138], [1.378, 0.867, 1.317], [0.204, 0.340, -0.364], [0.287, -0.406, -0.245], [-0.368, -0.278, -0.054], [-0.685, 0.024, 0.368], [-0.664, 0.748, 0.266], [-2.564, 2.542, 3.287], [-0.066, -0.543, -0.179], [-0.038, -0.206, 0.015], [-0.036, 0.086, -0.273]],
  "lowdin_charge": [0.0137, -0.1306, -0.3484, 0.0056, -0.0578, -0.1061, 0.0625, 0.2004, 0.1302, 0.1058, 0.1246]
}